Record 1
Below is a molecular structure, C26H35KN5O4, with properties calculated with ωB97M-V/def2-TZVPD.

```
71
Properties=species:S:1:pos:R:3:mulliken_charge:R:1
K 0.27032 0.20739 -0.14935 1.03
C -2.35755 1.06446 3.65542 -1.08
N -1.82334 -0.20647 4.10834 0.35
C -2.38568 -0.74355 5.32764 -0.66
C -2.08575 -2.22735 5.42781 -0.71
C -0.58505 -2.41471 5.30654 -0.68
N -0.11036 -1.81248 4.08021 0.30
C 1.18562 -2.25237 3.59948 -1.12
C -0.68820 -0.70413 3.51137 0.52
O -0.21683 -0.18477 2.50732 -0.75
H -3.42639 0.97418 3.44973 0.35
H -1.84284 1.35879 2.74697 0.19
H -2.20879 1.83884 4.41494 0.33
H -3.46453 -0.57239 5.30937 0.36
H -1.98639 -0.22071 6.20875 0.30
H -2.57857 -2.74814 4.60416 0.28
H -2.45212 -2.63353 6.37056 0.36
H -0.33288 -3.47739 5.28418 0.36
H -0.08183 -1.97764 6.18108 0.30
H 1.17251 -3.32892 3.41545 0.32
H 1.96516 -2.03286 4.33632 0.32
H 1.41533 -1.73336 2.67404 0.29
C 2.17807 7.78723 -0.06222 -0.92
O 2.20580 6.51509 0.54074 -0.46
C 0.97986 5.94574 0.82663 1.02
C -0.12280 6.66757 1.21443 -0.52
C -1.32623 6.01755 1.49306 -0.83
C -1.38557 4.63829 1.37758 -0.62
C -0.27817 3.90128 0.99724 0.25
C 0.93642 4.53789 0.69848 0.12
N 2.06853 3.89600 0.28348 0.05
C 2.25166 2.55556 0.02221 0.04
C 3.38182 2.02378 -0.61029 0.99
C 4.48018 2.81011 -1.02884 -0.58
C 5.60192 2.25457 -1.61539 -0.69
C 5.65913 0.87570 -1.81299 -0.45
C 4.59263 0.06997 -1.44082 -0.51
C 3.41828 0.58160 -0.84799 0.00
O 2.42437 -0.16565 -0.53707 -0.78
H 1.82037 8.56458 0.62071 0.31
H 1.54746 7.79369 -0.95678 0.39
H 3.20455 8.01760 -0.34333 0.25
H -0.07202 7.74629 1.29849 0.19
H -2.20081 6.58754 1.77647 0.36
H -2.31844 4.11941 1.56354 0.35
H -0.36268 2.82912 0.89701 -0.18
H 2.82957 4.51048 0.04680 0.19
H 1.47730 1.89286 0.35737 -0.31
H 4.45050 3.88687 -0.88714 0.24
H 6.42900 2.88765 -1.91539 0.35
H 6.53723 0.42874 -2.26686 0.34
H 4.63178 -1.00134 -1.60563 0.36
N -1.53758 -2.28483 -1.97694 0.02
C -2.15792 -3.45141 -2.24637 -0.35
C -2.34766 -4.07526 -1.03450 -0.65
C -1.79879 -3.19042 -0.09292 -0.50
N -1.29543 -2.11599 -0.67726 -0.13
H -1.24329 -1.56817 -2.62486 0.17
H -2.43326 -3.73637 -3.24702 0.44
H -2.82605 -5.02280 -0.85552 0.35
H -1.74400 -3.29108 0.97982 0.45
C -3.65087 1.93604 -1.01477 -0.50
O -2.72829 2.58157 -1.84524 -0.19
C -1.43705 2.03878 -1.84352 -0.38
C -0.60666 2.91600 -2.76427 -0.68
H -4.44219 1.47574 -1.62102 0.26
H -4.10839 2.66654 -0.33670 0.20
H -3.15058 1.15512 -0.43417 0.07
H -1.22799 3.60063 -3.35771 0.38
H -0.00054 2.30145 -3.43546 0.20
H 0.09664 3.51997 -2.16774 -0.07
```

Calculated values
- energy relative to the best compared isomer or geometry (same formula, charge and spin) (kcal/mol) = 42.2
- multiplicity = 1
- strongest force on any atom (eV/A) = 2.44
- charge = -1

Record 2
Below is 6 unconnected molecules or ions with the total composition C40H88ClFO22S6, with properties calculated with ωB97M-V/def2-TZVPD.

```
158
Properties=species:S:1:pos:R:3:mulliken_charge:R:1
C 2.28842 3.88891 7.40847 -0.44
C 1.42259 3.54015 8.61591 -0.99
C 0.88957 2.10489 8.58680 -0.24
C 1.98428 1.02250 8.66240 -0.94
C 1.89297 0.00986 7.53534 -0.33
O 2.24369 0.70454 6.34307 0.26
C 2.58139 0.07877 5.13838 -0.07
C 3.31074 1.16589 4.31525 -0.61
C 4.76939 1.46107 4.66494 -0.68
C 5.24962 2.67889 3.86684 -0.78
C 4.70162 4.00792 4.39792 0.17
C 4.52989 5.04550 3.30148 -1.10
O 3.39362 4.68766 2.53417 0.00
C 2.59965 5.75994 2.07419 -0.47
C 1.34884 5.18051 1.44725 -0.77
C 3.53795 -1.15153 5.31721 0.14
C 3.02675 -2.53730 5.64839 -1.58
F 4.43231 -0.79190 6.32866 -0.45
C 1.33348 -0.34463 4.27101 0.55
Cl 0.15642 -1.40757 5.17268 -0.16
O 1.85832 -0.99268 3.20436 0.33
C 1.04013 -1.43503 2.11927 -0.06
C 1.31500 -2.90535 1.84971 -0.87
C 2.79652 -3.23344 1.64226 -0.57
C 2.99769 -4.54249 0.88378 0.21
C 4.47901 -4.82481 0.56615 -1.60
C 1.30728 -0.53477 0.89985 -1.02
O 2.56482 0.12113 1.04738 0.12
C 2.93205 0.75804 -0.11261 0.23
C 2.46826 2.18841 -0.22330 -0.58
O 3.56522 0.19982 -0.93767 -0.61
S 0.27914 1.17534 3.76605 1.20
C -1.38966 0.64793 3.46149 -1.23
O 0.21714 2.06564 4.89063 -0.71
O 0.79905 1.61928 2.49825 -0.27
H 2.58684 4.94130 7.42748 0.45
H 1.73393 3.70863 6.48311 -0.04
H 3.20015 3.28732 7.36763 0.13
H 0.56598 4.22298 8.63587 0.40
H 1.97514 3.71043 9.54792 0.32
H 0.20383 1.97624 9.43022 0.43
H 0.31664 1.97483 7.66307 0.05
H 1.94938 0.48586 9.61508 0.45
H 2.97603 1.48419 8.60492 0.38
H 0.86905 -0.37542 7.46762 0.26
H 2.55871 -0.83608 7.71957 0.19
H 2.74331 2.08693 4.46791 0.04
H 3.24245 0.92055 3.25326 -0.03
H 5.41152 0.60718 4.42865 0.53
H 4.87525 1.64114 5.73933 0.20
H 6.34340 2.71081 3.86313 0.47
H 4.91935 2.56062 2.82735 0.20
H 5.34830 4.40244 5.18854 0.53
H 3.71207 3.84448 4.83227 -0.29
H 5.41174 5.05192 2.64205 0.28
H 4.41836 6.05646 3.71357 0.50
H 3.16226 6.35861 1.34132 0.28
H 2.34253 6.41596 2.91919 0.41
H 1.58773 4.65113 0.52203 0.10
H 0.62777 5.97071 1.22787 0.48
H 0.90015 4.45779 2.13229 0.02
H 4.12226 -1.21376 4.39509 0.48
H 3.88110 -3.21894 5.62004 0.46
H 2.29601 -2.88260 4.92234 0.16
H 2.58945 -2.58493 6.64578 0.28
H -0.01225 -1.32938 2.39577 -0.18
H 0.90136 -3.49482 2.67641 0.51
H 0.75842 -3.18185 0.94536 0.58
H 3.30506 -3.30531 2.60812 0.07
H 3.29482 -2.42181 1.09743 0.33
H 2.60377 -5.36349 1.49344 0.16
H 2.42710 -4.50586 -0.04699 0.24
H 5.13756 -4.17545 1.15075 0.44
H 4.76420 -5.85390 0.79706 0.39
H 4.70929 -4.64059 -0.48547 0.31
H 1.33830 -1.15829 -0.00315 0.88
H 0.49898 0.19214 0.78465 0.19
H 3.32243 2.84532 -0.03617 0.32
H 1.65744 2.43378 0.46066 -0.09
H 2.14432 2.36152 -1.25136 0.42
H -1.45226 0.02715 2.57061 0.31
H -1.87031 1.61097 3.26657 0.52
H -1.83169 0.18387 4.33554 0.41
C -2.12384 -7.11849 -2.40157 -0.75
C -1.24415 -8.34285 -2.30423 -0.37
O 0.17645 -8.00925 -2.30770 -0.34
S 0.81260 -7.50823 -0.95346 1.40
C 2.50321 -7.68520 -1.39754 -1.01
O 0.48012 -8.43050 0.09386 -0.73
O 0.52034 -6.11825 -0.76232 -0.51
H -2.07680 -6.51304 -1.49899 0.09
H -3.15771 -7.43707 -2.53789 0.38
H -1.82965 -6.50557 -3.25399 0.27
H -1.45686 -8.93254 -1.41245 0.34
H -1.35246 -8.98675 -3.17406 0.28
H 2.70975 -8.73648 -1.57677 0.39
H 3.08471 -7.31322 -0.55599 0.23
H 2.69314 -7.08586 -2.28398 0.33
C -3.38950 3.50413 -1.45939 -1.10
C -3.51695 2.45670 -2.54175 -0.29
O -2.24111 1.84444 -2.89271 -0.19
S -1.66295 0.75611 -1.89785 1.19
C -0.50637 0.02463 -3.00398 -0.92
O -2.68976 -0.18552 -1.57074 -0.75
O -0.94916 1.40268 -0.83690 -0.41
H -3.12203 3.06340 -0.49983 0.24
H -4.34514 4.01768 -1.35204 0.41
H -2.62561 4.23650 -1.72055 0.28
H -4.20975 1.66258 -2.26408 0.41
H -3.86249 2.88751 -3.47931 0.19
H -1.05271 -0.43795 -3.82231 0.34
H 0.03806 -0.72698 -2.43565 0.29
H 0.17489 0.79410 -3.35878 0.33
C -6.06910 1.63738 -8.75733 -0.83
C -4.90624 0.67447 -8.70317 -0.49
O -3.71554 1.27529 -8.11369 -0.18
S -3.66275 1.36913 -6.53429 1.22
C -1.94045 1.68252 -6.36496 -0.63
O -3.98003 0.08735 -5.97876 -0.68
O -4.38694 2.51935 -6.08413 -0.63
H -6.44137 1.87940 -7.76287 0.29
H -6.88066 1.18944 -9.33150 0.39
H -5.76597 2.56631 -9.24148 0.13
H -5.14146 -0.23292 -8.14677 0.39
H -4.58203 0.38832 -9.70125 0.30
H -1.38836 0.82325 -6.73614 0.31
H -1.76477 1.83177 -5.30047 0.08
H -1.69329 2.58388 -6.91963 0.32
C -5.31393 6.69654 -12.77364 -0.97
C -4.07797 5.97915 -13.26779 -0.36
O -3.16260 5.64686 -12.18925 -0.29
S -3.51599 4.38209 -11.30212 1.28
C -1.94772 4.18151 -10.53537 -0.78
O -3.78590 3.26957 -12.16431 -0.67
O -4.48406 4.73797 -10.31010 -0.60
H -5.94319 6.04211 -12.17303 0.30
H -5.89132 7.04371 -13.63115 0.38
H -5.03872 7.55747 -12.16495 0.26
H -4.32253 5.06355 -13.80663 0.34
H -3.48422 6.61230 -13.92321 0.27
H -1.21132 3.94459 -11.29788 0.34
H -2.05942 3.35637 -9.83403 0.17
H -1.69719 5.09980 -10.01114 0.33
C -5.24323 -4.64772 3.45710 -0.99
C -4.27105 -4.11760 2.42661 -0.44
O -2.92806 -4.62930 2.61821 -0.03
S -2.63261 -6.10511 2.10321 1.07
C -0.88462 -6.01164 2.11038 -0.76
O -3.11902 -6.22156 0.75782 -0.64
O -3.07902 -7.05398 3.07693 -0.65
H -5.41545 -5.71514 3.33092 0.28
H -6.19526 -4.12581 3.35260 0.40
H -4.86086 -4.48168 4.46415 0.26
H -4.58730 -4.34758 1.40893 0.34
H -4.15234 -3.03903 2.50886 0.25
H -0.57267 -5.25911 1.39226 0.03
H -0.51715 -6.99085 1.80784 0.46
H -0.55495 -5.77100 3.11845 0.39
```

Calculated values
- E_tot (hartree) = -6181.27144
- SMILES string = CCCCCO[C@@](CCCCCOCC)([C@H](C)F)[C@](Cl)(O[C@H](CCCC)COC(C)=O)S(C)(=O)=O.CCOS(C)(=O)=O.CCOS(C)(=O)=O.CCOS(C)(=O)=O.CCOS(C)(=O)=O.CCOS(C)(=O)=O
- multiplicity = 1
- strongest force on any atom (eV/A) = 1.58

Record 3
Below is 2 unconnected molecules or ions with the total composition C3H3NO2, with properties calculated with ωB97M-V/def2-TZVPD.

```
9
Properties=species:S:1:pos:R:3:mulliken_charge:R:1
C -0.40908 -0.21944 0.21545 0.36
C -0.43510 1.81651 2.09265 0.12
C 0.13206 -0.07521 -0.96372 -0.20
N -1.23141 -0.14248 1.12170 -0.48
O -1.23831 2.12313 2.86427 -0.20
O 1.26618 0.67593 -1.20241 -0.49
H -1.25407 -0.75129 1.93797 0.27
H -0.36277 -0.75517 -1.61884 0.32
H 1.40736 1.33241 -0.58087 0.30
```

Calculated values
- energy relative to the best compared isomer or geometry (same formula, charge and spin) (kcal/mol) = 84.3
- multiplicity = 1
- strongest force on any atom (eV/A) = 4.06

Record 4
Below is a molecular structure, C7H17NO, with properties calculated with ωB97M-V/def2-TZVPD.

```
26
Properties=species:S:1:pos:R:3:mulliken_charge:R:1
C -2.27919 0.42041 0.84838 1.49
C -2.37555 1.07415 -0.40400 -1.62
C -2.34106 1.28136 2.09727 -1.56
C -2.98522 -0.91361 1.00487 -1.53
C -0.38174 -0.16390 0.92029 -0.39
N 0.10764 0.26984 -0.16343 -0.11
H 1.07468 0.15256 -0.47204 0.33
H 0.27118 -0.71986 1.60202 0.34
H -2.47956 2.15631 -0.41767 0.30
H -2.83259 0.54486 -1.23397 0.34
H -0.77801 0.82578 -0.71842 0.34
H -3.37837 1.57113 2.29441 0.39
H -1.96624 0.74761 2.97423 0.34
H -1.75812 2.19586 1.97462 0.40
H -4.06029 -0.74881 1.13006 0.39
H -2.62254 -1.46216 1.87772 0.33
H -2.84521 -1.54008 0.12210 0.40
C 2.95440 -1.50862 -2.05583 -0.71
C 4.00363 0.27768 -0.89819 -0.74
O 2.79233 -0.40107 -1.18687 -0.43
H 4.71861 -0.36166 -0.36374 0.29
H 3.61195 -2.25893 -1.59819 0.28
H 1.97785 -1.95347 -2.24294 0.28
H 3.33807 -1.22425 -3.04355 0.28
H 4.45493 0.64218 -1.83046 0.28
H 3.77840 1.09670 -0.21668 0.28
```

Calculated values
- energy relative to the best compared isomer or geometry (same formula, charge and spin) (kcal/mol) = 111.5
- multiplicity = 1
- strongest force on any atom (eV/A) = 0.98

Record 5
Below is a molecular structure, C2H6Cl2NO3Sn, with properties calculated with ωB97M-V/def2-TZVPD.

```
15
Properties=species:S:1:pos:R:3:mulliken_charge:R:1
Sn -2.76822 -1.90240 2.65570 1.31
O -1.07124 -2.60095 0.46794 -0.63
H -1.16020 -1.74242 0.01739 0.30
C -0.46855 2.73806 1.45449 -0.64
N 0.25008 1.44272 1.22805 0.76
O 1.37947 1.29325 1.58083 -0.46
O -0.40431 0.56505 0.64857 -0.47
H -0.65365 3.29021 0.53608 0.29
H 0.22889 3.31114 2.06153 0.31
H -1.39177 2.41839 1.92980 0.23
C 1.13607 -1.86662 -2.38595 -0.13
Cl 1.65702 -2.61530 -3.85178 -0.14
Cl 1.76495 -0.19643 -2.35791 -0.16
H 0.06404 -1.71413 -2.48288 0.14
H 1.43744 -2.42055 -1.50186 0.28
```

Calculated values
- energy relative to the best compared isomer or geometry (same formula, charge and spin) (kcal/mol) = 0.0
- multiplicity = 1
- strongest force on any atom (eV/A) = 3.90
- charge = +1

Q: multiplicity of number 5 (C2H6Cl2NO3Sn)?
A: 1